Computed, not measured: a 2-piece molecular cluster, C24H35FN2P overall in a non-equilibrium geometry, with ωB97M-V with the def2-TZVPD basis set.

Highest occupied orbital energy = -0.3515 Ha
Frontier orbital gap = 3.36 eV
Charge = +1
Calculated total energy = -1485.942880 Ha
Relative energy (zero: lowest compared OMol25 entry of this formula, charge and spin) = 13.73 kcal/mol

Geometry (Å):
F  -11.259  -0.104  -5.017
C  -11.014  -0.332  -3.681
C  -11.285  0.694  -2.778
C  -11.067  0.441  -1.416
C  -10.639  -0.807  -0.992
C  -10.352  -1.866  -1.915
C  -9.914  -3.101  -1.362
C  -9.722  -4.375  -1.963
C  -9.198  -5.415  -1.123
C  -8.964  -6.692  -1.600
C  -9.220  -6.994  -2.946
C  -9.738  -6.008  -3.797
C  -10.031  -4.734  -3.312
C  -10.513  -1.568  -3.303
H  -11.654  1.656  -3.125
H  -11.249  1.234  -0.689
H  -10.522  -1.007  0.075
H  -9.716  -3.067  -0.288
H  -8.992  -5.172  -0.079
H  -8.576  -7.464  -0.929
H  -9.022  -7.995  -3.325
H  -9.928  -6.239  -4.848
H  -10.524  -4.022  -3.966
H  -10.236  -2.285  -4.070
C  -2.572  -0.783  4.966
C  -4.009  -1.272  5.006
C  -4.067  -2.643  5.673
C  -4.828  -0.280  5.830
N  -4.515  -1.457  3.611
C  -4.099  -0.490  2.573
C  -4.921  0.791  2.594
C  -6.420  0.528  2.448
N  -6.942  -0.523  3.325
C  -8.407  -0.574  3.600
C  -8.702  -0.005  4.990
C  -8.900  -2.021  3.577
C  -9.154  0.265  2.579
P  -6.084  -1.963  3.423
H  -6.303  -2.495  2.076
H  -2.505  0.237  4.572
H  -2.191  -0.764  5.992
H  -1.951  -1.464  4.376
H  -5.089  -3.033  5.758
H  -3.476  -3.356  5.088
H  -3.640  -2.578  6.681
H  -5.878  -0.576  5.940
H  -4.389  -0.252  6.835
H  -4.786  0.734  5.420
H  -3.049  -0.264  2.767
H  -4.193  -0.966  1.581
H  -4.724  1.363  3.511
H  -4.593  1.430  1.765
H  -6.960  1.444  2.705
H  -6.629  0.275  1.390
H  -8.360  1.032  5.090
H  -9.790  -0.012  5.131
H  -8.259  -0.602  5.795
H  -8.720  -2.485  2.600
H  -8.421  -2.628  4.359
H  -9.981  -2.027  3.767
H  -8.918  -0.041  1.554
H  -10.228  0.123  2.735
H  -8.947  1.333  2.712


Computed, not measured: C3H6N4O as an isolated structure in a non-equilibrium geometry, with ωB97M-V with the def2-TZVPD basis set.

Highest occupied orbital energy = -0.3223 Ha
Frontier orbital gap = 8.31 eV
Calculated total energy = -411.942685 Ha
Relative energy (zero: lowest compared OMol25 entry of this formula, charge and spin) = 167.08 kcal/mol

Geometry (Å):
C  0.245  -0.363  -1.676
C  -0.291  -0.246  -0.302
C  -1.685  -0.009  1.263
H  2.032  0.944  -2.334
H  2.012  0.068  -0.411
H  -0.170  0.014  -2.629
H  0.221  -1.490  -1.946
H  -2.612  -0.161  1.679
H  0.245  -0.009  3.282
N  1.749  -0.145  -1.671
N  -1.510  -0.652  0.038
N  -0.524  0.546  1.534
N  0.319  0.470  0.513
O  -0.031  1.033  2.658


Computed, not measured: one molecule with the formula C19H32N2O5, with ωB97M-V with the def2-TZVPD basis set.

Highest occupied orbital energy = -0.3474 Ha
Structure (SMILES) = CCO[C@H]1CC[C@@H]1C(=O)N[C@@H]1C[C@H](C(=O)NC2(CCOC)CC2)C[C@H]1O
Frontier orbital gap = 10.18 eV
Calculated total energy = -1228.874987 Ha
Relative energy (zero: lowest compared OMol25 entry of this formula, charge and spin) = 87.51 kcal/mol

Geometry (Å):
C  -0.595  1.816  -1.668
C  0.654  1.976  -2.515
O  1.637  2.812  -1.919
C  2.429  2.237  -0.919
C  3.858  2.788  -0.842
C  3.747  2.757  0.696
C  2.213  2.692  0.561
C  1.487  1.722  1.456
O  2.018  0.701  1.871
N  0.188  2.016  1.696
C  -0.745  1.132  2.368
C  -0.618  -0.351  1.998
C  -2.080  -0.899  1.932
C  -2.350  -1.333  0.496
O  -3.011  -0.674  -0.287
N  -1.729  -2.496  0.156
C  -1.542  -2.887  -1.217
C  -0.629  -1.998  -2.035
C  0.739  -1.740  -1.395
O  1.045  -2.720  -0.422
C  2.266  -2.428  0.233
C  -1.543  -4.365  -1.460
C  -2.713  -3.525  -1.897
C  -2.978  0.260  2.367
C  -2.177  1.492  1.975
O  -2.623  2.728  2.499
H  -1.367  1.274  -2.217
H  -0.389  1.262  -0.752
H  -0.996  2.794  -1.396
H  1.094  0.997  -2.742
H  0.408  2.455  -3.462
H  2.416  1.141  -0.981
H  4.647  2.209  -1.319
H  3.869  3.807  -1.229
H  4.121  1.829  1.125
H  4.153  3.603  1.246
H  1.754  3.682  0.561
H  -0.181  2.887  1.350
H  -0.643  1.245  3.456
H  -0.127  -0.446  1.028
H  0.003  -0.891  2.707
H  -2.195  -1.768  2.581
H  -1.010  -2.824  0.783
H  -0.505  -2.469  -3.012
H  -1.127  -1.041  -2.202
H  1.526  -1.718  -2.161
H  0.748  -0.753  -0.911
H  2.439  -3.215  0.963
H  3.098  -2.415  -0.481
H  2.221  -1.459  0.744
H  -0.865  -4.741  -2.213
H  -1.678  -5.007  -0.600
H  -3.628  -3.592  -1.327
H  -2.841  -3.328  -2.953
H  -3.953  0.236  1.887
H  -3.115  0.248  3.453
H  -2.222  1.605  0.889
H  -2.605  2.676  3.461